Run i
The following is a DFT calculation (ωB97M-V with the def2-TZVPD basis set) of a gas-phase ion, C4H9NOS (charge +1).

Geometry (Å):
O: 1.733 -0.205 -0.360
C: 1.031 -0.468 0.591
N: -0.307 -0.743 0.437
C: -0.979 -0.355 -0.753
C: -0.550 1.103 -1.364
S: -1.880 2.205 -1.016
C: 1.623 -0.842 1.911
H: -0.956 -0.861 1.205
H: -0.771 -1.046 -1.586
H: -2.060 -0.421 -0.632
H: -0.149 0.923 -2.357
H: 0.298 1.395 -0.747
H: -2.521 2.190 -2.123
H: 1.129 -0.673 2.872
H: 1.807 -1.918 1.863
H: 2.550 -0.284 2.060

As for the net charge: +1. The spin multiplicity is 2. As for the HOMO energy (spin up / spin down): -14.62 / -14.41 eV. The LUMO energy (spin up / spin down) is -3.246 / -8.705 eV.

Mulliken population analysis, charges in e, atoms 1 to 8:
1 O -0.513
2 C 0.584
3 N -0.101
4 C -0.729
5 C -0.404
6 S 0.063
7 C -1.134
8 H 0.319

=====

Run ii
The following is a DFT calculation (ωB97M-V with the def2-TZVPD basis set) of a gas-phase ion, C4H9NOS (charge +1).

Geometry (Å):
C: 1.246 -0.746 -1.429
N: 0.649 0.512 -1.052
C: -0.364 0.554 -0.054
C: 0.005 0.200 1.431
S: -1.409 0.571 2.463
C: -1.539 -0.380 -0.479
O: -1.585 -1.529 -0.163
H: 1.855 -0.654 -2.322
H: 0.435 -1.452 -1.610
H: 1.830 -1.206 -0.617
H: 1.317 1.264 -0.934
H: -0.708 1.589 -0.133
H: 0.889 0.730 1.773
H: 0.230 -0.869 1.408
H: -0.791 1.542 3.142
H: -2.061 -0.127 -1.423

As for the net charge: +1. The spin multiplicity is 2. As for the HOMO energy (spin up / spin down): -14.27 / -13.75 eV. The LUMO energy (spin up / spin down) is -3.906 / -8.514 eV.

Mulliken population analysis, charges in e, atoms 1 to 8:
1 C -0.756
2 N -0.084
3 C -0.067
4 C -0.692
5 S -0.045
6 C -0.094
7 O -0.333
8 H 0.345

=====

Which is more stable than every other structure shown? run i is more stable than every other one.